a:
The following is a DFT calculation (ωB97M-V with the def2-TZVPD basis set) of a single C4H6N2O2 molecule.

Element x y z (Å)
1 C 0.841 2.698 -0.937
2 C -0.344 -0.103 0.568
3 C 0.644 -1.406 0.472
4 C -1.455 -1.118 0.141
5 H -0.038 3.074 -1.393
6 H 1.762 3.238 -0.977
7 H -0.376 0.258 1.621
8 H 1.344 -1.346 -0.333
9 H 1.086 -1.658 1.498
10 H -0.863 -3.125 0.046
11 N 0.868 1.607 -0.261
12 N -0.548 -2.220 0.087
13 O -0.345 1.066 -0.267
14 O -2.577 -0.964 -0.266

Its HOMO energy is -9.748 eV. The SMILES is C=NO[C@@H]1CNC1=O. Its HOMO-LUMO gap is 10.73 eV.

In the Mulliken picture, each atom carries the following charge in e: C -0.3505; C 0.0467; C -0.4469; C 0.3608; H 0.3151; H 0.2920; H 0.3055; H 0.2856; H 0.2315; H 0.1734; N -0.4962; N -0.1345; O -0.0169; O -0.5655

---

b:
The following is a DFT calculation (ωB97M-V with the def2-TZVPD basis set) of a molecular structure, C4H6N2O2.

Element x y z (Å)
1 C -0.669 0.572 -0.226
2 C 0.231 1.187 0.875
3 C 0.876 -0.014 0.349
4 C -0.379 -0.315 -1.361
5 H -2.340 1.184 1.408
6 H -0.178 1.467 1.792
7 H 0.940 2.033 0.405
8 H 1.501 0.088 -0.492
9 H -0.032 -1.504 1.235
10 H 1.196 -1.732 -1.681
11 N 0.602 -1.269 0.501
12 N 0.064 -1.690 -0.906
13 O -1.552 -0.032 0.678
14 O -0.260 0.024 -2.576

Its HOMO energy is -7.977 eV. Its HOMO-LUMO gap is 6.33 eV.

In the Mulliken picture, each atom carries the following charge in e: C 0.5210; C -0.7882; C -0.0772; C 0.3774; H 0.2903; H 0.4016; H 0.1972; H 0.4097; H 0.3168; H 0.3626; N -0.3182; N -0.4928; O -0.6471; O -0.5531

---

c:
The following is a DFT calculation (ωB97M-V with the def2-TZVPD basis set) of a single C4H6N2O2 molecule.

Element x y z (Å)
1 C -1.224 -0.718 -0.512
2 C 0.839 -1.267 0.510
3 C -0.407 2.018 0.346
4 C 0.228 1.911 -1.005
5 H -1.705 0.094 -1.080
6 H 0.500 -2.276 0.297
7 H -1.493 1.845 0.437
8 H -0.082 2.814 1.027
9 H -0.419 1.512 -1.824
10 H 1.021 2.594 -1.280
11 N 0.011 -0.344 -0.045
12 N 0.571 1.009 0.069
13 O -1.679 -1.834 -0.345
14 O 1.865 -1.029 1.122

Its HOMO energy is -10.118 eV. The SMILES is O=CN(C=O)N1CC1. Its HOMO-LUMO gap is 10.70 eV.

In the Mulliken picture, each atom carries the following charge in e: C 0.1843; C 0.0043; C -0.3214; C -0.3099; H 0.2730; H 0.3681; H 0.2151; H 0.2294; H 0.1811; H 0.2429; N 0.3196; N -0.3629; O -0.5252; O -0.4986

---

Which of them is most stable, and which least? Most stable: c; least stable: b.

---

a:
The following is a DFT calculation (ωB97M-V with the def2-TZVPD basis set) of a single C4H6N2O2 molecule.

Element x y z (Å)
1 C 0.613 -1.977 0.133
2 C -0.491 -1.040 -0.089
3 C -0.251 0.276 -0.070
4 C -0.677 1.643 0.111
5 N 1.809 -1.496 0.183
6 N 1.922 -0.225 0.497
7 O -1.740 -1.617 -0.351
8 O 2.950 0.552 0.077
9 H 0.494 -3.127 0.129
10 H -1.182 2.114 -0.795
11 H -1.345 1.727 1.065
12 H 0.152 2.407 0.105
13 H -1.774 -2.484 0.026
14 H 3.233 0.135 -0.795

Its HOMO energy is -7.833 eV. Its HOMO-LUMO gap is 7.65 eV.

In the Mulliken picture, each atom carries the following charge in e: C -0.3509; C 0.7888; C 0.1622; C -1.0218; N -0.3954; N -0.0545; O -0.5083; O -0.3523; H 0.2601; H 0.3159; H 0.2153; H 0.2954; H 0.2934; H 0.3520

---

b:
The following is a DFT calculation (ωB97M-V with the def2-TZVPD basis set) of a single C4H6N2O2 molecule.

Element x y z (Å)
1 C -0.106 0.928 1.144
2 C -0.169 -0.551 1.099
3 C -0.082 -0.382 -1.546
4 C -1.201 0.143 0.371
5 H 0.999 1.107 -0.558
6 H -0.325 1.397 2.079
7 H -0.516 -1.012 2.039
8 H 1.713 -1.495 0.746
9 H 0.036 -0.186 -2.620
10 H -2.195 0.021 0.871
11 N 0.804 -1.287 0.361
12 N 0.957 -0.942 -0.975
13 O 0.816 1.676 0.434
14 O -1.153 0.192 -1.017

Its HOMO energy is -8.386 eV. The SMILES is O[C@@H]1[C@@H]2NN=CO[C@H]12. Its HOMO-LUMO gap is 9.16 eV.

In the Mulliken picture, each atom carries the following charge in e: C -0.1060; C -0.2509; C -0.0989; C -0.1434; H 0.5010; H 0.3698; H 0.3323; H 0.2641; H 0.3177; H 0.3100; N 0.0345; N -0.6029; O -0.6075; O -0.3198

---

c:
The following is a DFT calculation (ωB97M-V with the def2-TZVPD basis set) of a single C4H6N2O2 molecule.

Element x y z (Å)
1 C 2.466 -0.076 0.032
2 C 0.088 0.911 -0.060
3 C -1.830 -0.755 -0.772
4 C -1.575 -0.636 0.800
5 H 3.700 0.191 0.089
6 H 1.857 1.888 -0.053
7 H -2.379 0.121 -1.097
8 H -1.709 -1.752 -1.153
9 H -2.223 0.345 0.956
10 H -1.454 -1.420 1.744
11 N 1.518 0.861 -0.104
12 N -0.461 -0.388 -0.202
13 O 2.343 -1.351 -0.110
14 O -0.340 2.060 -0.069

Its HOMO energy is -9.599 eV. The SMILES is O=CNC(=O)N1CC1. Its HOMO-LUMO gap is 10.18 eV.

In the Mulliken picture, each atom carries the following charge in e: C 0.1237; C 0.4733; C -0.3499; C -0.5125; H 0.2607; H 0.2681; H 0.3167; H 0.2507; H 0.2482; H 0.2640; N -0.0909; N -0.1448; O -0.5203; O -0.5871

---

d:
The following is a DFT calculation (ωB97M-V with the def2-TZVPD basis set) of 2 unconnected molecules or ions with the total composition C4H6N2O2.

Element x y z (Å)
1 C -0.229 1.303 -0.722
2 C -0.583 -0.153 -0.719
3 C 0.240 -0.671 0.465
4 C 0.913 0.571 0.943
5 N 0.588 1.656 0.211
6 N 3.016 -0.030 -0.043
7 O 3.890 0.779 -0.085
8 O 2.943 -1.171 -0.409
9 H -0.609 2.016 -1.432
10 H -1.658 -0.296 -0.591
11 H -0.302 -0.613 -1.669
12 H -0.353 -1.146 1.247
13 H 0.993 -1.406 0.141
14 H 1.410 0.685 1.888

Its HOMO energy (alpha / beta) is -9.003 / -7.905 eV. Its HOMO-LUMO gap (alpha / beta) is 8.43 / 6.78 eV.

In the Mulliken picture, each atom carries the following charge in e: C -0.1472; C -0.3799; C -0.5024; C -0.0951; N -0.4883; N 0.6773; O -0.5085; O -0.5151; H 0.4089; H 0.2870; H 0.2729; H 0.3390; H 0.2234; H 0.4280

---

Which of them is most stable, and which least? Most stable: c; least stable: a.

---

a:
The following is a DFT calculation (ωB97M-V with the def2-TZVPD basis set) of a molecular structure, C4H6N2O2.

Element x y z (Å)
1 C 1.441 0.267 0.492
2 C 0.405 1.327 0.461
3 C -0.723 1.096 -0.052
4 C -1.482 -0.214 -0.252
5 H 1.345 0.058 1.561
6 H 2.405 0.248 0.177
7 H 0.419 2.563 1.015
8 H -1.344 2.017 -0.308
9 H -1.423 -0.870 -1.270
10 H -2.587 -0.513 -0.037
11 N 1.053 -1.466 -1.071
12 N 0.744 -1.017 0.135
13 O 0.271 -2.420 -1.435
14 O -0.525 -1.077 0.583

Its HOMO energy is -9.460 eV. Its HOMO-LUMO gap is 9.72 eV.

In the Mulliken picture, each atom carries the following charge in e: C -0.3375; C -0.2369; C -0.1676; C -0.3852; H 0.2424; H 0.4616; H 0.1865; H 0.2702; H 0.2216; H 0.2948; N -0.2162; N 0.4459; O -0.4466; O -0.3331

---

b:
The following is a DFT calculation (ωB97M-V with the def2-TZVPD basis set) of a single C4H6N2O2 molecule.

Element x y z (Å)
1 C 0.030 0.242 -0.216
2 C -1.285 -0.426 -0.867
3 C -1.898 -1.400 -0.150
4 C 0.217 0.156 1.159
5 H 1.713 0.426 -2.772
6 H 0.392 -0.223 -2.624
7 H -1.626 -0.083 -1.834
8 H -2.792 -1.899 -0.580
9 H -1.603 -1.843 0.768
10 H 1.503 0.462 2.386
11 N 0.799 0.673 -2.328
12 N 0.999 0.702 -0.946
13 O 1.633 0.195 1.424
14 O -0.702 0.067 2.078

Its HOMO energy is -9.658 eV. The SMILES is C=C/C(=N\N)C(=O)O. Its HOMO-LUMO gap is 9.30 eV.

In the Mulliken picture, each atom carries the following charge in e: C 0.5669; C -0.2898; C -0.7838; C 0.4537; H 0.3005; H 0.2436; H 0.4706; H 0.2314; H 0.2731; H 0.3750; N -0.6111; N -0.2279; O -0.4281; O -0.5741

---

c:
The following is a DFT calculation (ωB97M-V with the def2-TZVPD basis set) of a single C4H6N2O2 molecule.

Element x y z (Å)
1 C 0.009 0.520 -1.212
2 C 0.459 -0.774 -0.583
3 C -0.499 0.934 0.120
4 N 1.773 -0.950 -0.309
5 C -1.382 -0.441 0.915
6 N -0.243 2.009 0.759
7 O -0.374 -1.687 -0.212
8 O -1.368 -0.459 2.126
9 H 2.415 -0.171 -0.346
10 H 2.021 -1.749 0.259
11 H -0.575 1.913 1.731
12 H 0.817 1.145 -1.603
13 H -0.791 0.324 -1.928
14 H -2.261 -0.614 0.283

Its HOMO energy is -8.628 eV. The SMILES is [H]/N=C(\C=O)CC(N)=O. Its HOMO-LUMO gap is 9.07 eV.

In the Mulliken picture, each atom carries the following charge in e: C -0.3982; C 0.5309; C 0.3395; N -0.3972; C 0.1601; N -0.7117; O -0.5890; O -0.5389; H 0.2263; H 0.2572; H 0.2819; H 0.2841; H 0.2551; H 0.2998

---

Which of them is most stable, and which least? Most stable: c; least stable: a.

---

a:
The following is a DFT calculation (ωB97M-V with the def2-TZVPD basis set) of a single C4H6N2O2 molecule.

Element x y z (Å)
1 C -2.482 -0.079 0.083
2 C -0.063 -0.047 -0.084
3 C 1.493 -1.647 -0.119
4 C 1.168 0.472 -0.050
5 H -2.200 -1.041 0.778
6 H -2.796 -0.589 -0.982
7 H -3.323 0.585 0.341
8 H 2.070 -2.546 -0.122
9 H 1.965 1.999 0.990
10 H 1.036 2.423 -0.610
11 N 0.215 -1.409 -0.005
12 N 1.780 1.688 -0.068
13 O -1.063 0.628 -0.168
14 O 2.200 -0.436 0.017

Its HOMO energy is -7.471 eV. The SMILES is COc1ncoc1N. Its HOMO-LUMO gap is 8.23 eV.

In the Mulliken picture, each atom carries the following charge in e: C -0.5777; C 0.3189; C -0.0513; C 0.5182; H 0.2858; H 0.2425; H 0.2849; H 0.3920; H 0.2825; H 0.3094; N -0.5690; N -0.6119; O -0.4530; O -0.3713

---

b:
The following is a DFT calculation (ωB97M-V with the def2-TZVPD basis set) of a single C4H6N2O2 molecule.

Element x y z (Å)
1 C 0.254 2.294 0.374
2 C 0.389 0.909 -0.004
3 C 1.464 -1.096 -0.328
4 C -1.516 -0.676 0.094
5 H -0.632 2.142 1.103
6 H 0.577 3.012 -0.430
7 H 2.447 -1.406 -0.143
8 H 0.967 -1.811 -1.191
9 H -1.779 -1.694 0.667
10 H -1.947 0.810 -0.840
11 N -0.292 -0.145 0.462
12 N -2.401 -0.161 -0.624
13 O 1.464 0.251 -0.639
14 O 0.495 -1.189 0.785

Its HOMO energy is -9.148 eV. The SMILES is [H]/N=C\N1OCOC1=C. Its HOMO-LUMO gap is 9.75 eV.

In the Mulliken picture, each atom carries the following charge in e: C -0.7975; C 0.4448; C -0.1346; C 0.0401; H 0.3118; H 0.2797; H 0.3294; H 0.1881; H 0.3256; H 0.3010; N 0.1701; N -0.6354; O -0.4039; O -0.4192

---

Which of them is most stable, and which least? Most stable: a; least stable: b.